A cluster of 10 separate species, C48H113BN7O22 in total in a non-equilibrium geometry, computed with wB97M-V/def2-TZVPD.

## Properties
- Kohn-Sham gap (eV) = 8.88
- highest occupied orbital energy (eV) = -6.71
- energy (eV) = -107760.2351
- spin multiplicity = 1
- total charge = -1

CARTESIAN COORDINATES (ANGSTROEM)
1 O 2.4178 -1.7660 4.0568
2 C 2.1679 -1.4626 2.9260
3 O 1.1615 -0.7395 2.4911
4 B 1.0861 -0.7406 1.0047
5 O 2.2625 -1.5779 0.5936
6 C 2.8666 -2.0067 1.6811
7 O 3.8281 -2.7301 1.6631
8 O 1.2727 0.6094 0.4560
9 C 0.2675 0.9097 -0.3122
10 O 0.0319 1.9859 -0.7945
11 C -0.7327 -0.2981 -0.3057
12 O -0.1909 -1.2180 0.5186
13 O -1.7530 -0.4247 -0.8981
14 C 4.5247 -0.2027 -1.8404
15 C 4.6477 -1.5453 -2.5237
16 C 3.5752 -2.5321 -2.0716
17 O 4.5677 -1.3076 -3.9455
18 H 3.7411 0.4306 -2.2682
19 H 5.4365 0.3922 -1.8929
20 H 4.1930 -0.3252 -0.8076
21 H 5.6507 -1.9612 -2.3767
22 H 2.5812 -2.0901 -1.9930
23 H 3.8009 -2.8425 -1.0496
24 H 3.5168 -3.3918 -2.7402
25 H 5.0774 -1.9916 -4.3866
26 C 4.4540 2.4196 0.4766
27 C 4.9997 3.1102 1.7271
28 C 6.4441 3.5275 1.4976
29 O 4.1670 4.2625 1.9437
30 H 3.3872 2.5913 0.3518
31 H 4.6549 1.3485 0.4862
32 H 5.0008 2.7915 -0.3940
33 H 4.9267 2.4169 2.5688
34 H 6.9775 3.9159 2.3717
35 H 6.5146 4.2664 0.6979
36 H 7.0865 2.6868 1.2208
37 H 4.4054 4.5663 2.8277
38 C -1.3335 4.7852 -1.9053
39 O -2.5042 5.5554 -1.9858
40 C -2.3512 6.6110 -2.9003
41 C -3.4937 7.6233 -2.7290
42 N -3.9064 7.7748 -1.3321
43 C -5.2083 8.4250 -1.2126
44 C -5.1215 9.9461 -1.4133
45 O -4.2143 10.5165 -0.5047
46 C -4.6518 11.5853 0.2910
47 H -1.0888 4.2817 -2.8564
48 H -1.4798 4.0092 -1.1594
49 H -0.4612 5.3998 -1.6466
50 H -2.2882 6.1672 -3.9051
51 H -1.4116 7.1776 -2.7988
52 H -4.3265 7.2816 -3.3465
53 H -3.1399 8.5807 -3.1323
54 H -3.2677 8.4453 -0.9123
55 H -5.6018 8.3164 -0.1982
56 H -5.9436 8.0121 -1.9011
57 H -6.1171 10.4116 -1.3546
58 H -4.8206 10.2271 -2.4326
59 H -3.9077 11.7789 1.0590
60 H -5.6353 11.4334 0.7436
61 H -4.7187 12.4912 -0.3251
62 C 8.2017 0.3146 2.0965
63 O 7.0078 0.3626 2.8297
64 C 6.1415 -0.7074 2.5359
65 C 6.2610 -1.8682 3.5326
66 N 5.4414 -1.6699 4.7273
67 C 5.6622 -2.7822 5.6481
68 C 4.9185 -2.5348 6.9680
69 O 4.2103 -3.6784 7.4194
70 C 2.9756 -3.8648 6.8027
71 H 8.0104 0.0872 1.0421
72 H 8.8663 -0.4737 2.4813
73 H 8.8238 1.2085 2.1420
74 H 6.2654 -1.1228 1.5290
75 H 5.1246 -0.3033 2.5504
76 H 7.3240 -1.9172 3.7843
77 H 5.9450 -2.8156 3.0780
78 H 4.4612 -1.6585 4.4568
79 H 6.7226 -2.7208 5.9291
80 H 5.5985 -3.7891 5.2147
81 H 4.2171 -1.7007 6.8579
82 H 5.6113 -2.2881 7.7702
83 H 2.3195 -4.5963 7.2767
84 H 3.0546 -4.2491 5.7735
85 H 2.4195 -2.9231 6.7185
86 C -1.0720 -4.4474 -0.5105
87 O -2.3933 -4.9151 -0.4686
88 C -3.3241 -3.8559 -0.5996
89 C -4.7311 -4.4082 -0.6424
90 N -5.0122 -5.2816 -1.7902
91 C -4.9023 -4.6052 -3.0748
92 C -5.3840 -5.4618 -4.2126
93 O -4.5199 -6.5573 -4.4060
94 C -4.6861 -7.1862 -5.6517
95 H -0.7579 -4.2600 -1.5539
96 H -0.3556 -5.1769 -0.1407
97 H -0.9765 -3.4593 -0.0523
98 H -3.1210 -3.3312 -1.5395
99 H -3.1836 -3.1583 0.2322
100 H -5.4665 -3.6047 -0.6977
101 H -4.8841 -4.9947 0.2666
102 H -4.4391 -6.1139 -1.7612
103 H -3.8717 -4.2843 -3.2589
104 H -5.5721 -3.7399 -3.0972
105 H -5.4149 -4.8601 -5.1330
106 H -6.4244 -5.7584 -4.0186
107 H -5.7486 -7.2521 -5.9079
108 H -4.2915 -8.2022 -5.6524
109 H -4.1267 -6.6361 -6.4174
110 C -3.1115 2.7275 1.1157
111 O -3.5480 3.4127 -0.0268
112 C -4.1557 2.5453 -0.9477
113 C -4.7350 3.1718 -2.1978
114 N -5.5063 4.3857 -1.8565
115 C -6.1574 4.9250 -3.0675
116 C -7.4325 4.1804 -3.4722
117 O -8.3137 4.1560 -2.3709
118 C -9.5921 3.6499 -2.7451
119 H -3.9115 2.1955 1.6538
120 H -2.5326 3.3363 1.7978
121 H -2.4862 1.8855 0.7812
122 H -5.0155 2.0872 -0.4276
123 H -3.5226 1.6864 -1.2057
124 H -5.3858 2.4251 -2.6657
125 H -3.9733 3.4994 -2.9065
126 H -6.3542 4.0895 -1.3716
127 H -5.4929 4.7908 -3.9336
128 H -6.3384 6.0013 -3.0533
129 H -7.1747 3.1428 -3.7397
130 H -7.8255 4.5808 -4.4171
131 H -9.4632 2.7118 -3.2909
132 H -10.1091 4.3644 -3.3886
133 H -10.1340 3.4914 -1.8176
134 C 3.6269 -6.5764 -1.7001
135 O 3.8347 -6.8248 -0.3290
136 C 4.0155 -5.6043 0.3914
137 C 4.1384 -5.9632 1.8635
138 N 2.9201 -6.3402 2.5693
139 C 2.0452 -5.2009 2.7767
140 C 0.7394 -5.5697 3.4674
141 O -0.2316 -5.9962 2.5064
142 C -1.3430 -6.5963 3.1695
143 H 4.4909 -6.1045 -2.1805
144 H 2.7450 -5.9537 -1.8859
145 H 3.4383 -7.5472 -2.1589
146 H 3.2553 -4.8404 0.2080
147 H 4.9644 -5.1832 0.0323
148 H 4.5693 -5.1106 2.3931
149 H 4.8162 -6.8153 1.9595
150 H 2.4686 -7.1427 2.1510
151 H 1.8476 -4.5723 1.9034
152 H 2.5343 -4.5537 3.5135
153 H 0.2999 -4.7350 4.0264
154 H 0.9257 -6.3447 4.2202
155 H -1.3616 -6.3687 4.2346
156 H -1.3380 -7.6858 3.0495
157 H -2.2161 -6.2440 2.6165
158 C 0.4656 -3.6325 -4.2168
159 C 0.5488 -2.2829 -4.9373
160 C 0.1846 -1.1415 -3.9876
161 O 0.1009 0.0550 -4.7228
162 C -0.1838 1.1861 -3.9188
163 N 1.9470 -2.0873 -5.4549
164 H 1.0635 -3.6809 -3.3116
165 H 0.5575 -4.4669 -4.9118
166 H -0.5876 -3.7268 -3.9091
167 H -0.1744 -2.2420 -5.7548
168 H 0.8962 -1.0208 -3.1564
169 H -0.7883 -1.3790 -3.5317
170 H -0.5237 1.9746 -4.5861
171 H 0.6993 1.5141 -3.3642
172 H -0.9724 0.9921 -3.1856
173 H 2.4615 -2.9400 -5.2746
174 H 2.3128 -1.4074 -4.7959
175 C 1.6159 2.4660 3.5339
176 C 0.1461 2.7041 3.1551
177 C -0.6989 3.4011 4.2182
178 O -0.6589 2.7999 5.5048
179 C -1.0752 1.4601 5.5082
180 N 0.0473 3.5584 1.9510
181 H 2.0998 1.8746 2.7609
182 H 1.7033 1.9279 4.4816
183 H 2.0076 3.4761 3.6601
184 H -0.3382 1.8049 2.7570
185 H -1.7471 3.3212 3.9003
186 H -0.4489 4.4570 4.3166
187 H -2.0931 1.2797 5.1306
188 H -1.0635 1.1461 6.5499
189 H -0.4400 0.8251 4.8824
190 H 0.5311 3.1110 1.1789
191 H 0.5437 4.4333 2.1089